This record from OMol25 describes 8 unconnected molecules or ions with the total composition C29H53N7O6. The level of theory is the ωB97M-V functional and the def2-TZVPD basis.

```
95
Properties=species:S:1:pos:R:3:forces:R:3
C -1.299142 -2.556076 3.292902 -0.89 0.70 0.24
C -0.923193 -3.735463 4.145548 0.64 -0.44 -0.01
C -1.308836 -4.940360 3.248259 0.90 1.01 0.65
O -2.248327 -4.437173 2.314267 -0.47 -0.34 -0.36
C -2.564249 -3.085179 2.627013 -0.10 0.08 0.03
H -0.551524 -2.284680 2.548861 -0.03 -0.10 -0.10
H -1.513030 -1.667118 3.893309 0.14 -0.06 -0.04
H -1.474295 -3.706214 5.086195 -0.04 -0.16 -0.04
H 0.146370 -3.746455 4.368980 -0.09 -0.08 0.17
H -1.651087 -5.762613 3.878069 -0.41 -0.14 -0.40
H -0.406647 -5.241119 2.705854 -0.17 -0.31 -0.10
H -3.452849 -3.076871 3.274029 0.25 0.14 0.34
H -2.864203 -2.513397 1.745571 0.33 -0.40 -0.32
C 2.155771 -3.889036 1.870660 -0.68 -0.25 0.18
C 2.151942 -4.891691 0.732373 1.13 0.43 0.01
O 3.203614 -5.473554 0.469702 -0.43 -0.09 0.19
N 1.064347 -5.074384 -0.035669 -0.41 -0.47 -0.30
C -0.182359 -4.337428 -0.143345 0.38 0.21 -0.46
H 1.267129 -3.260015 1.926048 0.23 0.25 -0.25
H 3.081395 -3.329541 1.780307 -0.09 0.21 0.07
H 2.158839 -4.399868 2.835929 0.26 -0.27 -0.15
H 1.235494 -5.778737 -0.740044 -0.01 0.06 -0.02
H -0.248031 -3.891629 -1.140418 0.04 -0.01 0.00
H -0.160778 -3.501842 0.547728 -0.48 -0.19 0.20
H -1.051409 -4.981052 -0.034645 -0.01 0.09 0.46
C -2.572640 -0.285665 -2.502569 0.38 -0.20 0.08
C -3.899005 -0.389983 -1.784912 -0.02 -0.18 0.22
O -4.944622 -0.320534 -2.408784 -0.12 0.09 0.01
N -3.840007 -0.590911 -0.448069 0.16 -0.07 0.53
C -5.032101 -0.748834 0.378200 0.39 -0.18 -0.69
H -1.767656 -0.874519 -2.057932 -0.24 -0.19 0.13
H -2.192256 0.738046 -2.494085 -0.30 0.10 -0.26
H -2.763117 -0.644020 -3.510570 0.20 0.28 -0.13
H -2.932633 -0.641013 0.008664 -0.05 0.02 -0.26
H -5.838962 -0.986449 -0.311881 -0.23 0.27 0.20
H -5.217588 0.160999 0.945971 -0.31 -0.02 0.03
H -4.917063 -1.597794 1.051996 0.09 0.07 0.09
C -0.251786 6.340549 -4.771628 -0.71 -0.86 0.78
C -0.844138 6.307449 -3.357704 -0.16 0.62 -0.53
O -1.080064 7.344532 -2.768708 0.24 -0.05 0.29
N -1.085291 5.088457 -2.816581 0.25 -0.52 0.41
C -1.444961 4.854391 -1.419994 -0.55 0.35 -0.72
H -0.960122 5.897009 -5.474873 -0.10 0.26 -0.08
H 0.611964 5.676692 -4.800215 0.30 0.38 -0.12
H -0.064355 7.383458 -4.987480 0.27 -0.06 -0.28
H -1.158591 4.277127 -3.405438 0.22 0.16 -0.28
H -1.467648 5.792450 -0.873719 0.10 0.08 -0.13
H -0.733399 4.174456 -0.961137 -0.03 -0.04 0.10
H -2.456953 4.445777 -1.430269 0.07 -0.18 0.47
C -1.138224 2.063928 5.926938 -0.24 -0.14 0.45
C -2.431703 1.574660 5.310295 -1.01 0.94 0.17
O -3.518581 1.835853 5.806543 0.33 -0.34 0.06
N -2.303982 0.934326 4.133678 0.89 -0.53 -0.47
C -3.332611 0.422606 3.251898 0.43 -0.28 -0.20
H -1.050914 1.624617 6.922302 0.11 -0.18 -0.12
H -1.225414 3.132519 6.117518 0.02 0.05 -0.28
H -0.258085 1.835886 5.330585 0.09 0.05 0.06
H -1.362821 0.886359 3.780581 -0.04 -0.16 -0.07
H -4.294864 0.376824 3.748080 -0.07 0.38 -0.02
H -3.075430 -0.587974 2.923225 -0.01 0.05 0.26
H -3.316157 1.000747 2.328065 -0.57 0.26 0.07
C -0.731223 1.680813 0.185013 0.48 0.20 0.80
C -0.314598 0.235963 0.072771 -0.51 -0.33 -0.21
O -1.049514 -0.684548 0.453942 0.28 0.14 0.14
N 0.836017 0.016912 -0.566920 0.33 0.14 -0.12
C 1.290170 -1.307984 -0.936165 0.04 0.04 0.45
H 0.088662 2.310337 0.542917 0.16 -0.06 -0.39
H -1.498196 1.806219 0.944398 -0.38 -0.21 -0.27
H -1.056463 2.031739 -0.790222 -0.15 0.06 0.05
H 1.396552 0.817735 -0.857527 -0.31 0.06 -0.10
H 2.362456 -1.269481 -1.109352 -0.06 -0.02 -0.11
H 0.788939 -1.698389 -1.822607 -0.04 0.06 -0.03
H 1.094901 -1.975227 -0.100805 0.07 -0.12 -0.09
N 2.265810 2.409723 -1.565313 -0.39 -0.08 0.51
C 1.907419 3.325164 -2.462464 1.07 -0.40 -0.11
C 2.856064 4.163356 -3.057059 -0.90 -0.38 0.21
C 4.186836 4.055010 -2.669265 -0.21 0.22 -0.49
C 4.535676 3.137234 -1.697836 -0.30 0.01 0.43
C 3.524708 2.348902 -1.159989 0.40 0.55 0.16
H 0.853701 3.317335 -2.699962 0.02 0.31 -0.25
H 2.482519 4.859694 -3.793959 0.39 0.20 -0.04
H 4.926409 4.693304 -3.134715 0.06 0.01 0.08
H 5.531263 3.083576 -1.279585 0.08 -0.05 -0.19
H 3.730615 1.729391 -0.292894 0.00 -0.32 -0.23
N 3.914248 -2.499725 -3.653122 0.16 -0.03 -0.56
C 4.262910 -2.893388 -2.436843 -0.72 0.44 0.35
C 4.742490 -1.999652 -1.484340 0.22 -0.04 0.12
C 5.032073 -0.702387 -1.865636 -0.55 -0.01 -0.35
C 4.695227 -0.288447 -3.160602 0.16 -0.29 0.47
C 4.119948 -1.228566 -4.011313 0.07 -0.03 0.54
H 3.994282 -3.909354 -2.171390 0.23 -0.08 0.05
H 4.811409 -2.265769 -0.437078 0.32 -0.33 -0.10
H 5.414261 -0.024088 -1.114340 0.07 0.18 -0.17
H 4.833721 0.745441 -3.444957 0.02 -0.04 -0.21
H 3.767517 -0.961402 -4.998294 0.08 0.09 -0.09
```
Positions in Å, forces in eV/Å.

Output
SMILES: CNC(C)=O.CNC(C)=O.CNC(C)=O.CNC(C)=O.CNC(C)=O.c1ccncc1.c1ccncc1.C1CCOC1
E_LUMO: -0.00146 hartree
E: -53649.65201 eV
Orbital gap: 9.3 eV
Energy relative to the best compared isomer or geometry (same formula, charge and spin): 0.0439 eV
E_HOMO: -9.3540 eV

---

This record from OMol25 describes 7 unconnected molecules or ions with the total composition C28H35F21O14. The level of theory is the ωB97M-V functional and the def2-TZVPD basis.

```
98
Properties=species:S:1:pos:R:3:forces:R:3
C 13.419707 -1.072402 -5.830930 0.47 0.47 0.19
C 12.765027 0.327868 -5.943220 2.38 -0.85 0.09
O 11.417647 0.073498 -5.924310 -4.76 0.44 -2.30
C 10.632837 0.431868 -7.042190 1.66 0.70 -0.05
O 11.023527 1.058328 -8.019170 -1.01 -1.78 2.46
C 9.080147 0.025548 -6.897850 1.28 0.74 0.30
F 8.740097 -0.763932 -7.934950 -0.02 0.59 0.88
F 8.746847 -0.545302 -5.732900 0.41 -0.23 -0.75
F 8.416027 1.194408 -6.934040 -0.10 -0.52 -0.50
H 12.981997 -1.586552 -4.975260 -0.19 -0.05 -0.13
H 14.487637 -1.039102 -5.615300 0.09 0.33 -0.11
H 13.307157 -1.684092 -6.726070 -0.27 0.15 -0.03
H 13.065307 0.896238 -6.823500 0.00 -0.11 -0.02
H 12.994937 0.902958 -5.046280 0.05 0.11 -0.04
C 2.112447 -0.582882 -2.017660 -0.59 0.03 0.07
C 1.408277 -0.177962 -0.730050 1.35 -0.59 -0.27
O 0.468997 -1.227202 -0.394150 -1.49 0.36 0.63
C -0.636383 -0.958122 0.344080 1.37 5.19 1.33
O -0.956653 0.170048 0.804860 1.34 -3.96 -1.83
C -1.467463 -2.174712 0.661300 -0.88 2.74 0.88
F -1.171673 -2.660622 1.866740 0.03 -0.43 -0.16
F -2.731553 -1.704982 0.682940 -0.21 -0.75 0.26
F -1.345133 -3.023732 -0.277210 0.07 -2.61 -1.40
H 2.933067 0.119968 -2.161490 -0.11 0.06 -0.31
H 1.401947 -0.574612 -2.844240 0.27 0.05 -0.22
H 2.550317 -1.576922 -1.926850 -0.12 -0.01 0.02
H 1.020247 0.838778 -0.791380 -0.53 -0.37 0.26
H 2.232437 -0.231422 -0.018700 -0.48 0.30 0.72
C 8.668287 9.617728 2.432210 1.15 1.33 -0.74
C 8.523647 9.128048 0.952620 -1.26 3.02 3.10
O 8.582467 7.782318 1.189690 0.40 -1.90 -0.82
C 8.154327 7.032658 0.221160 -2.05 -1.14 -2.98
O 7.446207 7.303068 -0.756280 1.86 -0.17 2.70
C 8.804357 5.644778 0.358600 -0.62 0.28 -0.65
F 10.110587 5.905488 0.162630 0.27 -0.70 0.69
F 8.546077 5.018698 1.519000 0.67 0.44 -0.32
F 8.407237 4.856348 -0.625380 -0.07 -0.37 -0.06
H 8.091737 9.162308 3.237350 -0.47 -0.31 -0.69
H 8.546827 10.699048 2.496300 -0.08 0.06 0.01
H 9.712077 9.423198 2.678760 0.08 0.03 0.23
H 9.341337 9.532878 0.356290 0.00 -0.40 -0.16
H 7.554307 9.432288 0.557780 0.13 -0.16 -0.29
C 2.898957 4.907488 5.429140 -0.14 -0.91 -0.51
C 3.067627 3.359438 5.095890 0.47 2.85 -1.19
O 3.127797 2.555298 6.232570 1.17 -0.80 2.25
C 4.303897 2.533078 6.938560 1.79 1.13 -2.61
O 5.348517 3.073838 6.574570 -2.51 -1.20 1.10
C 4.209577 1.707658 8.239970 -1.00 -0.40 -1.42
F 3.122457 0.943698 8.187120 -0.49 -0.21 0.33
F 5.229197 0.845778 8.400230 -0.08 1.37 0.41
F 4.035377 2.609508 9.205170 0.77 -0.50 0.69
H 1.988197 5.195258 5.954310 0.14 -0.43 0.43
H 2.834287 5.502308 4.518040 0.13 -0.36 -0.39
H 3.804917 5.263708 5.919480 -0.21 -0.11 0.34
H 4.006757 3.350848 4.542660 0.16 -0.47 0.10
H 2.310827 2.963058 4.418960 -0.22 0.03 0.46
C -16.905093 -0.967582 4.272950 0.34 -0.94 -0.37
C -15.504023 -1.182492 4.830710 -1.24 0.41 0.51
O -14.592293 -1.502822 3.788030 1.66 -0.80 -0.29
C -13.357653 -1.887872 4.191760 0.32 0.52 2.49
O -13.016703 -2.048882 5.380130 -0.91 0.31 -4.16
C -12.318673 -1.991722 2.950760 -0.16 1.10 2.04
F -12.623953 -1.175712 1.924860 0.04 -0.84 0.61
F -11.113743 -1.594822 3.449520 -0.87 -0.46 -0.68
F -12.238633 -3.251372 2.564550 0.08 -0.03 -0.47
H -17.390703 -1.913912 4.034730 0.15 -0.18 -0.08
H -16.842493 -0.422712 3.330980 -0.32 0.48 0.32
H -17.525683 -0.540602 5.060760 0.08 0.50 -0.31
H -15.560163 -1.974522 5.577470 0.49 0.13 0.07
H -15.195933 -0.230612 5.263260 0.34 -0.22 0.30
C -6.834523 -7.598622 3.535610 -1.00 1.08 -0.70
C -7.311483 -8.444662 2.381180 0.87 -1.61 0.46
O -7.485133 -7.712632 1.152070 -0.62 0.49 -0.02
C -8.084673 -8.274742 0.110220 -1.22 -5.95 2.52
O -8.463863 -9.491002 0.047690 1.48 5.02 0.14
C -8.263713 -7.343332 -1.020630 -0.69 0.66 -1.49
F -7.934023 -6.107462 -0.798230 0.56 1.74 1.08
F -7.470153 -7.750672 -1.988390 0.47 -0.83 -1.25
F -9.529893 -7.297652 -1.452050 -0.20 -0.68 0.00
H -7.645823 -6.978652 3.917090 -0.07 0.12 -0.01
H -6.086823 -6.913762 3.135610 0.45 -0.18 0.59
H -6.544533 -8.242742 4.365730 0.47 0.08 -0.28
H -8.165803 -9.043892 2.696070 -0.40 0.26 -0.65
H -6.506323 -9.159582 2.211700 -0.09 -0.21 -0.38
C -1.516013 1.612058 -6.088140 -0.43 0.67 -0.68
C -2.586723 0.525868 -5.755150 0.69 1.88 0.44
O -1.985483 -0.683102 -6.088430 1.55 -1.89 -1.45
C -2.366473 -1.847482 -5.620750 -1.28 0.30 2.82
O -3.174683 -2.016132 -4.714940 1.23 0.11 -1.90
C -1.556683 -3.048562 -6.164250 -0.61 -0.68 0.20
F -0.829113 -3.600312 -5.178850 -0.29 0.25 -0.19
F -2.485623 -3.977192 -6.548980 1.16 0.72 -0.17
F -0.709313 -2.751442 -7.150580 -0.65 -0.19 0.01
H -1.370263 1.705338 -7.164310 0.27 -0.80 -0.18
H -0.541523 1.537958 -5.605470 -0.16 -0.75 0.07
H -1.760963 2.661568 -5.925000 -0.91 -0.13 0.77
H -3.456573 0.601488 -6.407650 -0.20 0.41 0.39
H -2.823673 0.520188 -4.691230 -0.37 0.08 -0.12
```
Positions in Å, forces in eV/Å.

Output
SMILES: CCOC(=O)C(F)(F)F.CCOC(=O)C(F)(F)F.CCOC(=O)C(F)(F)F.CCOC(=O)C(F)(F)F.CCOC(=O)C(F)(F)F.CCOC(=O)C(F)(F)F.CCOC(=O)C(F)(F)F
E_LUMO: 0.01310 hartree
E: -115334.20272 eV
Orbital gap: 11.4 eV
Energy relative to the best compared isomer or geometry (same formula, charge and spin): 4.5830 eV
E_HOMO: -11.0859 eV

---

This record from OMol25 describes 2 unconnected molecules or ions with the total composition C6H15NO. The level of theory is the ωB97M-V functional and the def2-TZVPD basis.

```
23
Properties=species:S:1:pos:R:3:forces:R:3
C 0.757434 1.094618 0.955168 -3.60 -0.53 -0.11
C -0.247065 0.006412 1.488729 0.21 0.50 0.48
C 0.006921 -1.326689 0.860319 -0.19 -2.36 -1.33
C -0.346499 -1.329298 -0.743316 0.32 0.67 2.12
C -1.765382 -0.966732 -1.120297 -0.37 -2.79 -1.82
C -2.485924 0.113476 -0.876413 0.38 0.50 0.06
N 2.048643 0.589087 0.738612 1.97 -0.47 0.53
H 0.259513 1.622513 0.085416 0.81 -0.70 0.53
H 0.622060 1.809985 1.732194 1.04 1.08 0.58
H -1.310357 0.422010 1.414334 1.44 -1.03 0.28
H 0.020678 -0.219600 2.544365 -0.44 0.80 -0.18
H 1.084199 -1.748343 1.082057 -1.77 1.23 -0.81
H -0.568015 -2.116336 1.425077 -0.02 0.73 -0.93
H -0.148746 -2.324462 -1.161242 0.40 0.55 0.03
H 0.225038 -0.512334 -1.223886 0.44 -0.82 0.08
H -2.084273 -1.831783 -1.865481 -0.35 2.11 1.63
H -3.467593 0.329120 -1.253497 -0.29 -0.42 -0.34
H -2.076057 0.954548 -0.329747 0.09 -0.14 0.17
H 2.416990 0.231789 1.666615 -0.39 0.29 -1.88
H 2.047462 -0.155261 0.008467 0.17 0.72 1.20
H 1.121781 1.376720 -1.360832 0.70 0.58 -0.67
H 2.377972 2.225612 -1.891300 -2.37 -1.39 -0.44
O 1.511216 1.754958 -2.175343 1.81 0.89 0.83
```
Positions in Å, forces in eV/Å.

Output
SMILES: C=CCCCCN.O
E_LUMO: 0.03344 hartree
E: -10000.59190 eV
Orbital gap: 10.2 eV
Energy relative to the best compared isomer or geometry (same formula, charge and spin): 3.1652 eV
E_HOMO: -9.2820 eV